Density functional theory data (ωB97M-V/def2-TZVPD) for 9 unconnected molecules or ions with the total composition C22H54O13S7 at a distorted geometry.

Computed properties:
relative energy (zero: lowest compared OMol25 entry of this formula, charge and spin): 76.61 kcal/mol
lowest unoccupied orbital energy: -0.2 eV
E_HOMO: -0.31951 Eh
2S+1: 1
Kohn-Sham gap: 8.5 eV

The geometry in XYZ format:
```
96
Properties=species:S:1:pos:R:3:forces:R:3
C -4.268 0.579 3.126 -0.7 1.6 -0.1
C -3.392 1.616 2.377 1.9 -2.5 1.4
C -2.107 1.037 1.711 -0.2 -1.0 1.1
O -2.019 1.761 0.507 -0.4 0.5 -0.6
C -3.254 2.237 0.254 -1.5 2.1 -4.4
O -3.637 2.745 -0.818 1.7 -1.7 3.1
O -4.075 2.124 1.285 -0.7 0.5 -0.2
H -4.967 1.221 3.661 -0.2 -0.2 0.4
H -3.799 -0.053 3.880 0.4 0.1 -0.4
H -4.928 0.030 2.454 0.5 -0.3 -0.2
H -3.037 2.397 3.050 -0.5 0.4 0.1
H -2.205 -0.028 1.500 -0.3 0.0 -0.3
H -1.175 1.102 2.272 -0.1 0.6 0.1
C 0.340 -1.327 0.983 0.8 -0.1 1.3
C 0.548 -0.425 -0.218 -1.4 -1.6 2.9
C 1.692 -0.795 -1.048 0.6 1.5 0.4
O 1.148 -0.336 -2.279 1.0 0.5 -2.2
C -0.197 -0.438 -2.286 0.1 -1.3 -1.0
O -0.888 -0.427 -3.289 0.9 0.4 2.1
O -0.540 -0.735 -1.019 -3.0 0.2 -2.5
H -0.012 -0.788 1.862 0.0 -0.1 -0.1
H 1.268 -1.827 1.261 0.1 0.4 0.1
H -0.313 -2.182 0.809 -0.4 0.4 -0.5
H 0.443 0.641 -0.015 0.7 0.0 0.3
H 2.012 -1.836 -1.090 -0.3 -0.1 0.0
H 2.482 -0.165 -0.638 0.7 -0.1 -0.9
C -4.680 -0.474 -1.784 -0.4 0.3 -0.9
S -4.420 -1.099 -0.084 -2.4 -1.4 -0.7
O -5.801 -1.568 0.432 2.2 1.0 -0.6
C -3.532 -2.672 -0.484 -0.3 1.1 -0.2
H -5.284 -1.078 -2.461 0.1 -0.9 0.5
H -3.770 -0.252 -2.342 0.5 -0.1 0.5
H -5.265 0.446 -1.818 0.2 0.3 0.9
H -2.757 -2.447 -1.217 0.3 0.1 0.3
H -4.211 -3.392 -0.940 -0.2 0.1 0.4
H -3.148 -2.975 0.490 0.1 -0.3 -0.3
C 7.026 1.502 0.398 0.2 -0.4 0.1
S 5.183 1.362 0.348 -0.7 -1.4 0.3
O 4.819 -0.128 0.066 0.9 2.7 0.8
C 4.918 1.652 2.179 0.4 0.1 0.2
H 7.444 0.956 -0.448 -0.4 -0.8 0.3
H 7.332 1.140 1.380 0.2 -0.4 -0.3
H 7.546 2.445 0.233 -1.0 0.7 0.3
H 5.454 0.883 2.735 0.0 -0.2 -0.2
H 3.894 1.698 2.551 -0.3 -0.7 -0.9
H 5.266 2.616 2.551 0.7 0.2 -0.7
C -2.683 0.237 -5.794 -0.1 0.2 0.5
S -2.907 -1.447 -6.559 1.4 1.1 -2.2
O -2.413 -1.334 -8.017 -0.8 -0.2 2.4
C -1.608 -2.340 -5.603 -0.9 0.7 -0.2
H -1.646 0.490 -5.574 0.0 -0.4 -0.1
H -3.269 0.331 -4.879 0.2 -0.6 0.4
H -3.100 1.083 -6.342 0.0 -0.6 -1.0
H -2.058 -2.338 -4.611 0.4 -0.2 0.2
H -0.650 -1.820 -5.627 -0.2 0.0 0.0
H -1.552 -3.347 -6.015 0.0 0.1 0.0
C 1.517 3.419 -2.364 0.2 -0.2 -0.2
S 0.603 4.353 -3.654 0.7 1.3 1.4
O 0.283 5.658 -2.918 0.0 -1.5 -1.0
C -0.898 3.361 -3.634 0.7 -0.2 0.5
H 2.249 4.057 -1.868 -0.2 0.5 -0.3
H 2.110 2.602 -2.774 -0.4 -0.3 -0.2
H 0.819 3.076 -1.600 -0.1 -0.2 -0.1
H -1.247 3.560 -2.621 -0.9 0.2 -0.3
H -0.686 2.292 -3.657 0.3 0.0 -0.3
H -1.497 3.647 -4.499 -0.3 0.1 0.5
C 2.103 -0.474 3.927 0.4 -0.8 -0.1
S 3.643 -1.543 3.922 0.2 -0.8 0.0
O 3.593 -2.593 4.994 -0.4 1.0 0.0
C 3.417 -2.554 2.430 -0.7 1.2 -0.1
H 1.944 0.094 3.010 0.4 -0.2 -0.2
H 2.266 0.256 4.719 -0.1 -0.3 0.2
H 1.235 -1.111 4.096 0.0 0.0 0.3
H 3.296 -1.825 1.630 0.3 -0.2 -0.4
H 2.493 -3.123 2.536 0.2 -0.2 0.2
H 4.286 -3.190 2.263 -0.1 0.2 0.3
C 1.367 3.598 3.661 0.2 0.1 -0.1
S 1.834 3.378 1.865 -2.0 -1.0 0.7
O 1.380 1.931 1.640 0.6 1.3 -0.2
C 0.502 4.454 1.125 -0.3 -0.3 0.5
H 1.775 2.781 4.256 0.6 -0.2 -0.5
H 0.302 3.491 3.869 -0.2 0.4 -0.7
H 1.763 4.521 4.083 -0.1 0.1 -0.2
H -0.449 3.949 1.295 0.1 -0.2 0.3
H 0.522 4.621 0.048 0.8 -0.2 0.0
H 0.462 5.421 1.626 0.3 0.0 0.1
C 0.357 -4.859 -0.124 -0.3 -0.8 0.3
S 0.213 -6.371 0.961 2.4 2.3 2.2
O 1.624 -6.448 1.592 -2.3 -0.4 -1.2
C -0.740 -5.385 2.285 -0.3 -0.5 -0.3
H 1.005 -4.166 0.413 -0.2 -0.1 0.2
H -0.666 -4.496 -0.226 0.1 0.3 -0.3
H 0.818 -5.074 -1.087 -0.2 -0.3 0.1
H -0.300 -4.394 2.397 0.2 -0.1 -0.2
H -0.741 -5.867 3.263 0.6 -0.4 -0.2
H -1.805 -5.304 2.069 0.0 0.1 -0.6
```
Positions in Å, forces in eV/Å.

Löwdin atomic charge list, values in e, 2 entries:
1. C 0.00
2. C -0.31

Density functional theory data (ωB97M-V/def2-TZVPD) for a molecular structure, C43H48F3N6O11P2RbS at a distorted geometry.

Computed properties:
lowest unoccupied orbital energy: 3.2 eV
E_HOMO: -0.08105 Eh
charge: -2
2S+1: 1
Kohn-Sham gap: 5.4 eV

The geometry in XYZ format:
```
115
Properties=species:S:1:pos:R:3:forces:R:3
Rb 0.085 -0.276 -0.378 -1.0 1.6 0.0
O 0.257 2.568 -1.211 0.0 -0.2 -0.2
C -0.305 3.635 -1.594 0.0 0.1 0.2
C 0.405 4.651 -2.319 0.1 0.0 -0.1
C -0.128 5.895 -2.565 0.0 0.0 0.1
C -1.410 6.232 -2.118 0.0 0.2 0.0
C -2.150 5.261 -1.465 0.0 -0.1 0.0
C -1.665 3.973 -1.248 0.1 0.0 -0.2
C -2.574 2.994 -0.635 -0.2 -0.1 0.0
N -2.823 1.793 -0.973 -0.1 0.0 0.2
C -2.159 1.214 -2.118 0.0 -0.1 -0.1
C -2.916 -0.004 -2.643 0.1 0.2 -0.2
N -2.924 -1.091 -1.688 0.0 0.0 0.2
C -2.387 -2.212 -1.948 -0.3 -0.1 0.1
C -1.675 -2.659 -3.162 0.2 0.1 -0.3
C -2.117 -3.831 -3.784 0.0 0.1 0.1
C -1.561 -4.294 -4.961 0.0 -0.1 -0.1
C -0.520 -3.556 -5.537 -0.1 0.0 0.0
C -0.037 -2.419 -4.938 0.1 0.0 0.0
C -0.551 -1.921 -3.694 0.0 -0.1 0.0
O -0.033 -0.934 -3.097 -0.1 0.1 0.0
H 1.409 4.414 -2.655 0.0 0.0 0.0
H 0.460 6.633 -3.104 0.0 0.0 0.0
H -1.815 7.223 -2.289 0.0 0.0 0.0
H -3.160 5.490 -1.132 0.0 0.0 0.0
H -3.187 3.378 0.190 0.0 0.0 0.0
H -1.147 0.916 -1.850 -0.4 0.5 -0.6
H -2.059 1.946 -2.931 0.1 0.0 0.0
H -2.495 -0.282 -3.615 0.0 0.0 0.0
H -3.962 0.290 -2.785 0.0 0.0 0.0
H -2.540 -2.976 -1.178 0.2 0.0 0.0
H -2.934 -4.382 -3.326 0.0 0.0 0.0
H -1.912 -5.210 -5.421 0.0 0.0 0.0
H -0.082 -3.895 -6.471 0.0 0.0 0.0
H 0.779 -1.864 -5.388 0.0 0.0 0.1
O -5.662 0.096 5.709 0.1 0.0 0.0
C -5.915 -0.073 4.321 0.0 0.0 -0.1
C -4.628 -0.195 3.552 0.1 0.0 0.0
C -4.667 -0.364 2.176 0.0 0.0 0.1
C -3.472 -0.451 1.473 -0.1 0.0 0.1
N -2.290 -0.392 2.076 0.1 0.0 -0.1
C -2.242 -0.248 3.396 -0.3 0.0 -0.2
C -3.392 -0.134 4.177 -0.1 0.0 0.0
C -0.875 -0.193 3.985 0.2 0.1 0.1
C -0.643 -0.276 5.360 0.0 0.0 0.0
C 0.656 -0.146 5.833 -0.1 0.0 0.0
C 0.947 -0.200 7.313 0.1 0.0 0.0
O -0.130 0.240 8.128 0.0 0.0 0.0
C 1.678 0.040 4.913 0.0 0.0 0.0
C 1.354 0.072 3.564 0.1 0.0 0.1
N 0.117 -0.035 3.116 -0.1 -0.1 -0.2
H -6.505 0.171 6.159 -0.1 0.0 0.0
H -6.480 0.781 3.928 0.0 0.0 0.0
H -6.513 -0.976 4.147 0.0 0.0 0.0
H -5.617 -0.419 1.655 0.0 0.0 -0.1
H -3.453 -0.566 0.393 0.0 0.0 0.0
H -3.355 0.015 5.247 0.1 0.0 0.0
H -1.448 -0.448 6.061 0.0 0.0 0.0
H 1.851 0.385 7.522 0.0 0.0 0.0
H 1.146 -1.229 7.619 0.0 0.0 0.0
H -0.460 1.066 7.759 0.0 0.0 0.0
H 2.703 0.161 5.244 0.0 0.0 -0.1
H 2.117 0.202 2.806 0.0 0.0 0.0
C 3.040 -4.769 1.040 0.0 -0.1 0.1
C 1.621 -4.586 0.547 -0.3 0.4 -0.4
O 0.841 -5.724 0.911 0.0 0.0 0.0
P 0.797 -3.062 1.195 0.1 -0.7 1.3
O 1.551 -1.876 0.651 1.1 -1.1 0.6
O 1.096 -3.147 2.811 -0.3 0.1 -0.3
O -0.667 -3.166 0.976 -0.1 0.0 -0.1
P 1.628 -4.456 -1.313 0.1 -0.4 -0.2
O 0.096 -4.797 -1.621 0.1 0.3 -0.2
O 2.578 -5.359 -1.984 0.1 0.0 0.1
O 1.856 -2.927 -1.659 -0.4 -0.3 0.4
H 3.045 -4.891 2.124 0.0 0.1 0.0
H 3.643 -3.903 0.763 0.0 0.0 0.0
H 3.465 -5.657 0.569 0.1 0.0 0.0
H -0.071 -5.497 0.670 0.1 0.0 0.0
H 1.593 -2.395 -0.832 0.7 0.0 -0.5
H 0.230 -2.995 3.223 0.3 -0.1 0.0
H -0.309 -4.180 -2.266 -0.1 -0.1 0.1
C 4.224 -0.855 -2.835 0.1 0.3 0.0
S 4.260 0.940 -3.132 0.0 0.0 0.1
C 2.499 1.289 -3.418 0.3 0.0 0.0
H 3.196 -1.203 -2.885 0.0 -0.1 0.0
H 4.624 -1.059 -1.843 0.0 -0.1 0.0
H 4.817 -1.370 -3.588 0.0 -0.1 0.0
H 2.259 1.184 -4.473 -0.1 0.0 0.0
H 2.297 2.302 -3.082 0.0 0.0 0.0
H 1.893 0.606 -2.831 -0.1 0.0 -0.1
C -0.139 5.499 1.872 0.0 0.0 0.0
C 0.884 4.919 1.143 0.0 0.0 0.0
C 1.102 3.552 1.277 0.0 0.1 0.1
N 0.377 2.780 2.078 0.1 0.0 0.0
C -0.613 3.342 2.760 -0.1 0.0 0.0
C -0.910 4.696 2.701 0.0 0.0 -0.1
H -0.341 6.560 1.789 0.0 0.0 0.0
H 1.480 5.505 0.456 0.0 0.0 0.0
H 1.880 3.054 0.712 0.0 0.0 0.0
H -1.203 2.673 3.382 0.0 0.0 0.0
H -1.728 5.109 3.277 0.0 0.0 0.0
F 8.349 -0.572 2.537 0.0 0.1 0.0
C 7.504 0.382 2.985 0.1 0.0 0.1
F 8.167 1.552 2.918 0.0 -0.1 0.0
F 7.300 0.122 4.296 0.0 0.0 -0.1
C 6.223 0.394 2.213 -0.2 -0.1 -0.1
C 5.396 -0.720 2.278 0.1 0.1 0.0
C 4.216 -0.705 1.549 0.1 -0.1 0.1
N 3.852 0.327 0.791 -0.1 0.1 -0.1
C 4.651 1.383 0.734 0.0 0.0 -0.1
C 5.851 1.473 1.430 0.1 -0.1 0.1
H 5.665 -1.574 2.887 0.0 0.0 0.0
H 3.523 -1.538 1.571 0.0 0.0 0.0
H 4.320 2.192 0.091 0.0 0.0 0.0
H 6.471 2.356 1.360 0.0 0.0 0.0
```
Positions in Å, forces in eV/Å.

Löwdin atomic charge list, values in e, 2 entries:
1. Rb 0.92
2. O -0.15

Density functional theory data (ωB97M-V/def2-TZVPD) for C8H7F3O2S in the gas phase at a distorted geometry.

Computed properties:
relative energy (zero: lowest compared OMol25 entry of this formula, charge and spin): 22.38 kcal/mol
SMILES: Cc1cc(=O)cc(OCC(F)(F)F)s1
lowest unoccupied orbital energy: -0.1 eV
E_HOMO: -0.32605 Eh
2S+1: 1
Kohn-Sham gap: 8.7 eV

The geometry in XYZ format:
```
21
Properties=species:S:1:pos:R:3:forces:R:3
C -1.493 1.815 -2.487 0.0 0.0 0.2
C -0.396 1.851 -1.417 -0.4 0.6 3.3
C -0.435 2.690 -0.297 -1.1 -2.9 -5.5
C 0.507 2.631 0.748 -0.6 0.2 0.2
O 0.367 3.591 1.448 1.0 2.7 3.2
C 1.324 1.529 1.148 -0.3 -3.7 -4.2
C 1.413 0.382 0.322 0.0 2.2 1.9
O 1.993 -0.836 0.752 -1.9 0.9 0.6
C 1.710 -1.054 2.212 -0.6 1.6 0.0
C 1.669 -2.495 2.708 1.7 -1.2 -1.6
F 1.320 -2.485 4.041 0.7 -0.4 -2.1
F 0.857 -3.331 1.987 0.4 1.3 1.4
F 2.950 -3.040 2.492 -1.8 0.6 1.2
S 0.837 0.531 -1.397 -0.3 -0.9 0.3
H -1.130 2.403 -3.357 -0.6 -0.4 0.3
H -2.454 2.241 -2.060 1.3 -0.2 -0.5
H -1.764 0.777 -2.797 0.5 0.8 0.1
H -1.210 3.458 -0.233 0.4 -0.3 0.1
H 1.810 1.626 2.048 0.8 -0.1 2.0
H 0.676 -0.648 2.526 1.7 -0.2 -0.8
H 2.561 -0.524 2.726 -1.2 -0.7 -0.1
```
Positions in Å, forces in eV/Å.

Löwdin atomic charge list, values in e, 2 entries:
1. C -0.11
2. C -0.49

Density functional theory data (ωB97M-V/def2-TZVPD) for C4H5NO2 in the gas phase at a distorted geometry.

Computed properties:
relative energy (zero: lowest compared OMol25 entry of this formula, charge and spin): 120.26 kcal/mol
SMILES: CC(O)=C=NC=O
lowest unoccupied orbital energy (alpha / beta): -0.5 / -0.5 eV
E_HOMO (alpha / beta): -0.29654 / -0.29653 Eh
2S+1: 1
Kohn-Sham gap (alpha / beta): 7.5 / 7.5 eV

The geometry in XYZ format:
```
12
Properties=species:S:1:pos:R:3:forces:R:3
C 1.496 -1.463 -0.789 -1.4 -0.6 0.6
C 0.477 -0.433 -0.570 -1.8 2.1 0.8
O -0.613 -0.352 -1.502 2.4 -3.4 -1.7
C 0.010 0.125 0.509 -1.3 1.6 0.2
N -0.840 0.896 0.946 2.7 -2.5 0.3
C -1.244 1.794 1.808 -2.6 0.4 -2.5
O -2.423 2.124 1.670 1.0 1.1 2.0
H 0.706 -2.238 -0.745 1.5 -1.2 -0.1
H 1.647 -1.288 -1.806 1.4 -0.4 -1.9
H 2.417 -1.609 -0.136 -1.7 0.5 -0.8
H -1.312 0.278 -1.599 0.1 1.2 1.2
H -0.320 2.166 2.213 -0.2 1.2 1.9
```
Positions in Å, forces in eV/Å.

Löwdin atomic charge list, values in e, 2 entries:
1. C -0.02
2. C -0.35

| no. | molecular weight (g/mol) |
| --- | --- |
| 1 | 751.13 |
| 2 | 1061.37 |
| 3 | 224.20 |
| 4 | 99.09 |